A cluster of 2 separate species, C17H27O2Si in total. Source: OMol25; level of theory: ωB97M-V with the def2-TZVPD basis set.

Output
2S+1: 1
Kohn-Sham gap in Eh: 0.138
Molecular weight in g mol⁻¹: 291.5
Charge: +1
ΔE to the lowest compared entry with this formula, charge and spin in eV: 0.670
HOMO level in eV: -9.78
E_LUMO in eV: -6.02

The geometry in XYZ format:
```
47
Properties=species:S:1:pos:R:3:lowdin_charge:R:1
C -1.275 1.615 -1.575 -0.05
C -1.264 0.212 -2.028 -0.24
C -2.105 -0.758 -1.551 -0.32
O -3.067 -0.475 -0.617 -0.06
Si -3.318 -1.625 0.572 0.46
C -3.429 -0.701 2.195 -0.15
C -4.912 -2.547 0.217 -0.14
C -1.856 -2.796 0.591 -0.14
O -1.860 -2.022 -2.107 -0.07
C -0.802 -1.883 -3.050 -0.14
C -0.348 -0.417 -3.018 -0.13
H -0.412 2.164 -1.952 0.07
H -2.179 2.124 -1.910 0.09
H -1.257 1.665 -0.486 0.06
H -3.525 -1.395 3.024 0.03
H -2.535 -0.103 2.339 0.02
H -4.287 -0.037 2.193 0.03
H -5.085 -3.297 0.982 0.03
H -5.753 -1.861 0.205 0.03
H -4.854 -3.037 -0.750 0.04
H -1.906 -3.497 1.418 0.04
H -1.834 -3.351 -0.344 0.03
H -0.937 -2.220 0.664 0.03
H -0.003 -2.583 -2.780 0.13
H -1.194 -2.184 -4.028 0.13
H -0.448 0.069 -3.994 0.12
H 0.695 -0.311 -2.693 0.11
C 1.125 2.973 1.222 -0.01
C 2.312 2.482 0.474 -0.13
C 2.755 3.325 -0.666 0.01
C 3.031 1.373 0.920 -0.16
C 4.097 0.794 0.169 0.04
C 4.772 -0.310 0.624 -0.03
C 4.444 -0.891 1.840 0.01
C 3.424 -0.349 2.607 -0.03
C 2.728 0.749 2.168 0.03
H 0.482 2.153 1.542 0.10
H 1.428 3.544 2.099 0.13
H 0.518 3.631 0.599 0.10
H 3.361 2.786 -1.389 0.08
H 1.897 3.728 -1.205 0.10
H 3.334 4.174 -0.302 0.13
H 4.363 1.208 -0.786 0.11
H 5.558 -0.739 0.024 0.12
H 4.981 -1.758 2.190 0.13
H 3.174 -0.793 3.557 0.12
H 1.963 1.172 2.795 0.12
```